Formula: C26H84N4O14
Source: OMol25
Level of theory: ωB97M-V/def2-TZVPD

Summary:
ΔE to the lowest compared entry with this formula, charge and spin: 6.6 kJ/mol
Charge: 0
Highest occupied orbital energy: -8.82 eV
LUMO level: 0.408 eV
HOMO-LUMO gap: 9.23 eV

Positions of all 128 atoms, in Å:
O (3.140032, -2.398934, 3.381116)
H (3.938018, -2.433357, 2.834667)
H (2.456426, -2.882305, 2.868108)
O (-3.359659, 0.191173, -0.973917)
H (-4.095632, 0.625312, -1.417624)
H (-3.197753, 0.730800, -0.174631)
O (1.396751, -4.227281, 2.147137)
H (1.050777, -4.555796, 1.289880)
H (1.427608, -5.003050, 2.718507)
O (-3.148135, 1.646671, 1.517674)
H (-3.195847, 2.529549, 1.062333)
H (-2.587956, 1.821830, 2.298288)
O (2.710487, 0.480577, 3.040718)
H (1.887249, 0.619047, 2.546446)
H (2.762032, -0.485280, 3.155363)
C (-6.014875, -2.184471, 1.467109)
C (-5.056462, -1.068396, 1.855594)
C (-5.165665, -0.584942, 3.296347)
O (-6.417236, -0.035646, 3.683739)
C (-7.007226, 0.848928, 2.766844)
N (-3.677011, -1.553222, 1.700736)
H (-5.810871, -2.497380, 0.440523)
H (-7.060085, -1.862724, 1.398157)
H (-6.024929, -2.992087, 2.198083)
H (-5.291487, -0.158980, 1.288257)
H (-4.400261, 0.185290, 3.482645)
H (-4.851167, -1.330234, 4.031234)
H (-6.293383, 1.542817, 2.309153)
H (-7.791676, 1.401614, 3.279100)
H (-7.476507, 0.309115, 1.935785)
H (-3.612264, -2.011747, 0.806224)
H (-3.131282, -0.696759, 1.711619)
C (2.408407, -3.888995, -2.496970)
C (2.260457, -5.106675, -1.597673)
C (3.488611, -5.347458, -0.731346)
O (4.523926, -5.801562, -1.598769)
C (5.749783, -5.874248, -0.901761)
N (1.048880, -4.896967, -0.751742)
H (1.604761, -3.876799, -3.237358)
H (3.348464, -3.978475, -3.047483)
H (2.404330, -2.939673, -1.967555)
H (2.076371, -6.020341, -2.173708)
H (3.318999, -6.107338, 0.044964)
H (3.819358, -4.447354, -0.203740)
H (6.160335, -5.005684, -0.386599)
H (6.526196, -6.197770, -1.598522)
H (5.661069, -6.726764, -0.218565)
H (0.751046, -5.844682, -0.513496)
H (0.361764, -4.591511, -1.436802)
C (-0.872227, 3.248407, -1.090293)
C (-2.150280, 3.654091, -1.814586)
C (-3.008455, 4.629811, -1.001224)
O (-3.360285, 4.029268, 0.246033)
C (-3.706644, 4.974642, 1.229210)
N (-1.833774, 4.281221, -3.082160)
H (-0.265318, 2.581870, -1.706285)
H (-1.102040, 2.628143, -0.219954)
H (-0.297161, 4.130353, -0.809053)
H (-2.797891, 2.776770, -1.935474)
H (-3.934475, 4.911474, -1.508023)
H (-2.372738, 5.495107, -0.781722)
H (-4.271192, 5.813669, 0.810211)
H (-2.829389, 5.364019, 1.755678)
H (-4.376004, 4.529112, 1.967501)
H (-2.607241, 4.784915, -3.499123)
H (-1.491501, 3.652612, -3.793885)
C (2.831268, 2.760744, -0.078280)
C (3.845399, 3.065025, -1.193060)
C (4.287841, 4.519988, -1.196083)
O (3.177032, 5.377209, -1.352675)
C (3.493948, 6.704318, -1.031838)
N (4.984825, 2.179235, -0.984629)
H (3.307009, 3.047295, 0.864016)
H (2.708148, 1.680809, 0.008584)
H (1.866868, 3.248840, -0.187259)
H (3.345973, 2.814040, -2.139998)
H (4.904397, 4.678779, -2.093785)
H (4.925364, 4.721719, -0.329050)
H (4.168371, 7.199861, -1.743840)
H (4.049859, 6.716403, -0.086068)
H (2.624608, 7.350647, -0.941082)
H (5.733435, 2.355053, -1.650551)
H (4.656557, 1.247255, -1.195012)
C (0.701871, -1.376487, 0.120278)
C (-0.365834, -0.552533, 0.780599)
O (0.227313, 0.468267, 1.597723)
H (1.155604, -0.851697, -0.722517)
H (0.268390, -2.323105, -0.207281)
H (1.502244, -1.740288, 0.769375)
H (-0.889151, -1.183952, 1.506751)
H (-1.067972, -0.141059, 0.054362)
H (-0.438629, 0.890582, 2.150620)
C (-2.645261, -4.057595, -0.467374)
C (-2.180572, -4.544234, -1.840785)
O (-1.624685, -3.447671, -2.532679)
H (-1.818376, -3.656738, 0.123510)
H (-3.162751, -4.780200, 0.169133)
H (-3.353147, -3.238677, -0.611315)
H (-3.085878, -4.915958, -2.331650)
H (-1.446881, -5.331099, -1.684176)
H (-2.294240, -2.851891, -2.878875)
C (-0.107841, 3.942942, 2.679205)
C (-0.960151, 3.518983, 3.838626)
O (-1.313663, 2.129624, 3.627196)
H (-0.693400, 3.837619, 1.760595)
H (0.766204, 3.304149, 2.578073)
H (0.123515, 5.004651, 2.769033)
H (-1.893539, 4.088018, 3.921607)
H (-0.477193, 3.561205, 4.818836)
H (-1.843325, 1.816039, 4.368964)
C (-0.173224, -0.371073, -3.335771)
C (-0.772842, 0.211279, -4.607701)
O (-1.917643, -0.568121, -4.961872)
H (-0.767826, -0.127189, -2.452797)
H (0.829750, 0.031562, -3.206584)
H (-0.239226, -1.454595, -3.437702)
H (-0.040814, 0.126229, -5.416100)
H (-1.041898, 1.263390, -4.481439)
H (-2.340450, -0.175043, -5.729848)
C (4.597285, -1.236169, -0.221983)
C (5.900004, -1.764182, 0.401505)
O (5.509036, -2.688554, 1.392297)
H (4.099377, -0.577761, 0.493127)
H (3.953975, -2.070406, -0.487614)
H (4.821399, -0.613477, -1.086672)
H (6.423710, -0.876965, 0.778898)
H (6.546369, -2.110266, -0.414332)
H (6.281309, -3.038094, 1.852420)

Cartesian forces (eV/Å) of the 2 atoms listed first:
O -0.281 -0.051 -0.282
H -0.088 -0.059 -0.084

These are the Mulliken partial charges, in e, on atoms 1 to 99:
1 O -0.7554
2 H 0.3741
3 H 0.3452
4 O -0.4215
5 H 0.2496
6 H 0.0790
7 O -0.6055
8 H 0.2780
9 H 0.2171
10 O -0.1386
11 H 0.3808
12 H 0.1260
13 O -0.7177
14 H 0.3459
15 H 0.4333
16 C -1.5804
17 C 1.2718
18 C -0.4594
19 O -0.4143
20 C -0.4130
21 N -0.4591
22 H 0.4453
23 H 0.3430
24 H 0.3092
25 H -0.0335
26 H 0.0273
27 H 0.4348
28 H 0.0148
29 H 0.3033
30 H 0.2051
31 H -0.0317
32 H -0.0236
33 C -1.4340
34 C 0.3534
35 C -0.2578
36 O -0.3699
37 C -0.7076
38 N -0.2921
39 H 0.4582
40 H 0.4823
41 H 0.0456
42 H 0.3518
43 H 0.4428
44 H -0.0395
45 H 0.1635
46 H 0.2972
47 H 0.3396
48 H 0.3947
49 H -0.3071
50 C -0.6265
51 C 0.9574
52 C -1.2224
53 O -0.3800
54 C -0.9440
55 N -0.7061
56 H 0.3467
57 H -0.2357
58 H 0.4255
59 H -0.1164
60 H 0.4233
61 H 0.4555
62 H 0.4190
63 H 0.2648
64 H 0.2527
65 H 0.2575
66 H 0.2116
67 C -0.7986
68 C 0.8068
69 C -0.9676
70 O -0.2444
71 C -0.8017
72 N -0.6468
73 H 0.3497
74 H -0.0678
75 H 0.0249
76 H 0.2119
77 H 0.4018
78 H 0.4178
79 H 0.3003
80 H 0.3420
81 H 0.2502
82 H 0.2851
83 H 0.0351
84 C -0.0897
85 C 0.8683
86 O -0.2944
87 H 0.0824
88 H -0.2652
89 H 0.0384
90 H 0.1745
91 H -0.3624
92 H -0.0734
93 C -0.6884
94 C -0.6946
95 O -0.3862
96 H 0.1654
97 H 0.4359
98 H 0.2014
99 H 0.3850